(1)
77
Properties=species:S:1:pos:R:3:forces:R:3 method="wB97M-V/def2-TZVPD" energy_ha=-2253.4429 largest_force_ev_per_a=6.8 homo_energy_ha=-0.1510 charge=-1 relative_energy_kj_mol=213.9
O -0.034432 0.937104 -0.797595 0.3 0.0 -2.7
C -0.333872 0.848284 0.476265 -1.7 -2.9 5.9
O 0.162648 1.609014 1.294525 2.5 3.8 -0.1
O -1.011072 -0.075726 0.993155 -1.4 -1.7 -2.9
H 0.601228 1.654714 -0.746785 0.3 0.5 -0.5
F -0.015162 7.202694 0.333315 0.5 -1.2 -0.3
C 0.544808 6.068214 -0.205505 1.3 -0.7 -2.1
C 0.469488 5.844504 -1.616305 -0.3 -0.5 0.5
C 1.054338 4.707504 -2.226185 -0.1 0.5 2.7
C 1.712928 3.770324 -1.377115 -0.7 1.3 -1.5
C 1.812608 3.993054 -0.004915 0.0 -0.1 -1.0
C 1.332598 5.181384 0.540455 -1.4 0.7 0.5
H -0.135552 6.467224 -2.258605 0.0 0.4 0.2
H 0.924188 4.554284 -3.287315 0.1 -0.1 0.0
H 2.127708 2.941634 -1.931775 0.2 -0.5 0.6
H 2.196688 3.184214 0.598955 0.2 0.3 0.3
H 1.393158 5.396644 1.597055 0.2 -0.2 0.2
F 4.653568 2.660194 -2.284575 0.3 -0.8 0.8
C 5.078138 2.071634 -1.115875 0.4 0.5 0.9
C 4.244038 1.218134 -0.376395 0.7 1.1 -0.9
C 4.674698 0.782984 0.872215 0.3 -0.2 -0.4
C 5.906928 1.205044 1.410015 -0.4 -0.7 -0.4
C 6.730338 2.031174 0.675935 -0.7 -0.1 -1.0
C 6.323268 2.445224 -0.605805 -0.1 0.3 0.3
H 3.293778 0.975494 -0.828655 -0.2 -0.4 0.3
H 4.036068 0.033204 1.315345 0.1 0.1 0.6
H 6.329498 0.807244 2.320835 -0.5 -0.1 0.3
H 7.692158 2.307604 1.082015 0.1 0.2 -0.1
H 6.959748 3.142064 -1.130875 -0.1 0.0 -0.3
F -3.108552 -0.878056 3.574485 -0.8 -0.6 -0.1
C -3.942022 -1.817796 3.037875 0.6 0.4 1.6
C -4.508512 -2.770976 3.871445 1.0 0.4 0.6
C -5.161312 -3.841406 3.343495 -1.0 -0.2 -2.0
C -5.392352 -3.913416 1.925565 1.1 1.7 0.6
C -4.842342 -2.868276 1.097535 -0.1 -1.1 1.9
C -4.098152 -1.829226 1.703095 -0.3 -0.6 -1.6
H -4.302882 -2.751726 4.931515 0.0 0.2 0.1
H -5.519972 -4.579106 4.046035 -0.2 -0.3 -0.3
H -5.964952 -4.739806 1.531085 0.1 0.0 -0.2
H -4.870072 -2.916236 0.018955 -0.3 0.0 0.0
H -3.521262 -1.077966 1.184245 0.0 0.1 -0.5
F -0.273892 -2.384816 2.925935 0.1 -0.9 0.6
C -0.694182 -3.643076 2.640215 0.6 0.3 0.4
C -0.416392 -4.748766 3.460095 -0.6 -0.5 -0.4
C -0.897752 -6.020116 3.066925 -0.2 1.0 -0.6
C -1.633232 -6.137736 1.879925 0.1 0.7 -1.0
C -1.796602 -5.044126 1.024735 0.2 1.4 1.8
C -1.342732 -3.757516 1.448695 -0.5 -1.9 -1.8
H 0.128708 -4.649016 4.387085 0.1 0.2 0.0
H -0.714042 -6.911046 3.649065 0.1 0.1 0.3
H -2.071842 -7.030056 1.458275 0.2 -0.6 0.7
H -2.392112 -5.125646 0.127455 0.2 -0.1 -0.2
H -1.390602 -2.929616 0.756815 -0.2 0.4 0.3
F -5.930532 4.628524 -4.164265 -0.3 0.0 -0.2
C -4.852212 4.032794 -3.640295 2.3 0.3 0.9
C -3.847612 4.817434 -2.982115 -0.3 -2.6 0.1
C -2.810552 4.046694 -2.393725 -0.2 0.9 0.6
C -2.692192 2.664424 -2.431265 0.0 1.3 -0.2
C -3.647712 1.985634 -3.126725 0.5 -0.7 0.3
C -4.693012 2.647434 -3.736475 -1.0 0.2 -0.1
H -3.902642 5.878084 -2.786125 -0.2 0.0 -0.3
H -2.099372 4.493604 -1.714835 0.1 0.7 -0.3
H -1.876052 2.180114 -1.915745 0.0 -0.1 0.1
H -3.507462 0.916214 -3.071225 -0.7 -0.3 -0.6
H -5.458572 2.043064 -4.200215 -0.2 0.2 -0.2
F 4.290438 -3.870526 -3.194095 -0.3 0.2 1.6
C 3.622438 -3.292246 -2.108145 -0.3 1.0 -2.0
C 2.679928 -2.324376 -2.451865 0.5 -0.7 -0.1
C 1.953818 -1.745296 -1.443415 -0.3 0.4 0.3
C 2.240008 -2.000126 -0.104795 -0.2 -0.9 1.0
C 3.184508 -2.963936 0.249705 0.2 1.0 -1.7
C 3.889888 -3.559876 -0.806425 0.7 -1.4 1.2
H 2.538208 -2.046796 -3.485915 -0.1 -0.2 -0.1
H 1.133718 -1.094086 -1.707525 0.0 0.3 0.2
H 1.664428 -1.559886 0.696025 -0.3 0.4 -0.1
H 3.492828 -3.173136 1.263405 -0.3 0.0 0.1
H 4.630268 -4.303286 -0.550325 0.2 -0.1 -0.2

(2)
19
Properties=species:S:1:pos:R:3:forces:R:3 method="wB97M-V/def2-TZVPD" energy_ha=-327.6041 largest_force_ev_per_a=3.6 homo_energy_ha=-0.0973 charge=-1 relative_energy_kj_mol=241.4 smiles=CCCCNC[O-]
C 2.427696 -0.138905 0.458723 0.9 2.5 2.4
C 1.126297 0.303724 1.167998 -2.2 -0.4 -2.4
C 0.023732 -0.678391 0.411228 0.8 -1.4 2.7
C -0.269551 -0.538287 -1.057987 -1.8 0.3 0.4
N -1.065858 0.697436 -1.221076 -0.1 0.0 1.6
C -2.567475 0.673864 -0.602122 0.8 -1.6 -1.2
O -2.922285 0.147136 0.558732 0.9 0.9 -0.2
H 2.457205 -1.121212 0.857485 0.7 -1.5 -1.1
H 2.488220 0.139443 -0.616303 -0.2 -0.9 0.8
H 3.289285 0.345067 1.013201 -0.5 -0.1 -0.9
H 1.037292 -0.084975 2.234268 0.5 1.2 -1.2
H 0.903055 1.417030 0.949119 0.2 -1.7 1.0
H -1.001228 -0.732135 0.942491 1.6 0.4 -0.7
H 0.579310 -1.671040 0.577174 -1.0 0.8 -0.1
H 0.618050 -0.229167 -1.640459 -0.1 -1.7 -0.3
H -0.950269 -1.474642 -1.261995 1.7 1.5 -0.6
H -0.598832 1.174596 -0.465695 0.2 1.5 0.0
H -2.846399 0.038559 -1.446998 -1.4 -0.1 -0.7
H -2.728242 1.731897 -0.857775 -0.7 0.3 0.4

(3)
89
Properties=species:S:1:pos:R:3:forces:R:3 method="wB97M-V/def2-TZVPD" energy_ha=-2465.7087 largest_force_ev_per_a=3.0 homo_energy_ha=-0.4116 charge=+1
O 3.735192 -2.382136 1.105182 0.1 0.1 0.2
C 2.335552 -2.334827 1.057660 -0.1 -0.5 -0.6
C 1.856570 -2.628103 -0.369810 0.2 -0.2 0.4
O 2.348659 -1.733042 -1.335381 -0.4 -0.3 0.0
C 1.841508 -0.464847 -1.260710 0.6 1.0 -0.6
O 0.599491 -0.314555 -1.942897 -0.2 -0.8 0.8
C -0.016532 0.905143 -1.601607 -0.5 0.2 0.2
C -1.380100 0.696816 -0.886783 -0.7 0.6 0.5
C -1.595177 -0.708528 -0.361056 0.0 -0.5 -0.5
C -3.037767 -1.191984 -0.265871 0.5 0.3 0.2
O -3.933453 -0.088002 -0.297121 1.0 0.0 0.1
C -5.211478 -0.408900 -0.036898 0.5 0.6 -0.8
F -5.668002 -1.231460 -0.944448 -0.6 -1.5 -1.0
F -5.366670 -0.917762 1.140706 -0.1 -1.4 2.1
F -5.909623 0.671882 -0.089347 -1.1 2.1 -0.2
N -0.834909 -0.691025 0.958602 -0.8 -0.7 1.0
C -0.583353 0.729924 1.375098 0.9 0.8 -1.2
C -1.565739 1.491473 0.442307 2.4 -0.1 1.4
P -1.493801 3.342729 0.314382 -2.1 1.8 -1.2
O -0.077924 3.759364 -0.411295 0.3 -0.7 0.9
O -1.395128 3.942446 1.862606 0.4 -1.6 -0.3
H 3.995985 -3.191049 1.566979 0.1 0.2 0.1
H 1.897441 -3.108456 1.692116 -0.2 0.0 0.2
H 1.978622 -1.368655 1.419257 0.2 0.3 0.2
H 2.264834 -3.595614 -0.626685 0.1 -0.3 -0.2
H 0.764540 -2.754375 -0.419165 -0.2 0.2 0.0
H 2.555530 0.181414 -1.760205 0.2 0.1 -0.1
H 1.739975 -0.079207 -0.245843 -0.1 -0.2 0.3
H 0.612650 1.531510 -0.974170 0.3 0.0 -0.1
H -0.223114 1.446405 -2.510549 0.1 0.2 -0.4
H -2.163768 1.058620 -1.537373 -0.3 -0.4 -0.4
H -1.113431 -1.510218 -0.905699 0.4 0.3 -0.5
H -3.190175 -1.844028 -1.114214 -0.3 -0.1 -0.3
H -3.170817 -1.797258 0.629481 -0.2 0.0 0.2
H -0.004662 -1.279081 0.858047 0.2 0.4 0.1
H -1.406948 -1.144167 1.674727 0.1 -0.1 0.0
H -0.625280 0.882166 2.444410 -0.6 -0.3 0.3
H 0.444085 0.971881 1.112394 0.2 0.0 -0.1
H -2.520106 1.344713 0.938262 -0.6 0.1 -0.6
H -0.058476 4.728910 -0.399000 0.1 -0.1 -0.3
H -1.307225 3.208811 2.489663 0.2 0.5 0.3
C 2.780817 3.159022 1.287731 0.1 -0.2 0.1
O 2.521827 1.844621 0.784687 -0.2 -0.1 0.0
H 2.279759 3.869496 0.639438 0.0 -0.1 -0.1
H 2.394458 3.261658 2.304153 0.0 0.1 0.0
H 3.852673 3.359990 1.284861 0.0 0.1 0.0
H 2.975188 1.218361 1.366688 0.0 0.2 0.2
C 4.480242 -0.345229 3.942160 0.0 -0.1 -0.1
O 4.088533 0.575041 2.919643 0.0 0.0 -0.3
H 3.812399 -0.210211 4.788959 0.0 0.1 0.0
H 4.400575 -1.372229 3.578115 0.0 0.0 0.1
H 5.504441 -0.145973 4.258463 0.0 0.0 0.1
H 4.695030 0.442431 2.180352 0.1 0.0 0.1
C -6.847303 3.946338 0.687476 0.1 -0.3 0.1
O -6.187682 3.406559 1.830611 0.1 0.0 0.0
H -6.960112 5.016233 0.836755 0.0 0.0 0.1
H -6.251708 3.769477 -0.212650 -0.1 0.1 -0.1
H -7.834473 3.493630 0.569763 0.0 0.1 -0.1
H -6.096107 2.459917 1.687096 -0.1 0.1 0.1
C -3.007772 4.979626 -3.362633 -0.3 -0.2 0.2
O -3.174904 3.573984 -3.191112 0.1 -0.1 0.1
H -2.024205 5.159542 -3.788645 0.0 -0.1 0.0
H -3.769586 5.365952 -4.042874 0.1 0.2 0.0
H -3.081594 5.487935 -2.397269 0.0 0.1 -0.1
H -4.050345 3.435938 -2.815562 0.1 -0.1 -0.1
C 3.846292 -4.819281 4.634839 -0.2 -0.1 -0.1
O 3.894001 -4.464907 3.245303 -0.1 0.1 -0.1
H 4.704371 -4.375489 5.131597 0.0 0.0 -0.1
H 2.929109 -4.436638 5.086255 0.1 0.0 0.1
H 3.887459 -5.903171 4.744126 0.0 0.0 0.1
H 3.127992 -4.869779 2.824909 0.1 -0.2 0.1
C -4.680590 -1.204584 -4.230958 0.0 0.2 0.4
O -4.530674 0.102928 -3.679920 0.1 -0.1 -0.1
H -4.811565 -1.107894 -5.304432 0.0 0.1 0.0
H -3.786937 -1.805891 -4.034039 0.0 -0.1 -0.1
H -5.558096 -1.699418 -3.807394 0.0 -0.1 -0.1
H -4.417037 0.009102 -2.729511 -0.1 0.1 -0.1
C 0.284914 0.377516 -5.830033 0.0 -0.2 0.2
O 0.862877 0.256067 -4.530491 -0.1 0.1 -0.3
H 0.701226 1.262299 -6.303610 0.0 0.0 0.0
H 0.522910 -0.497619 -6.439228 0.0 0.1 -0.1
H -0.800520 0.488696 -5.758931 0.0 0.0 -0.1
H 0.493239 -0.527673 -4.113136 0.1 0.1 0.1
C 7.471749 -4.575229 1.902171 -0.3 0.1 0.2
O 7.312105 -4.007785 3.198539 0.1 0.0 0.0
H 8.534988 -4.677987 1.704986 0.0 0.0 0.1
H 7.000687 -5.560971 1.862600 0.1 0.0 -0.2
H 7.026957 -3.919198 1.148377 0.1 -0.1 -0.1
H 6.367452 -3.922160 3.356011 0.0 0.0 0.0